1.
{"formula": "C48H114O27S2", "method": "ωB97M-V/def2-TZVPD", "homo_lumo_gap_ev": [1.25, 9.16], "total_energy_ha": -4724.47655, "largest_force_ha_per_bohr": 0.0722, "spin_multiplicity": 2, "charge": -1, "homo_ha": [0.01883, -0.27224], "species": ["O", "S", "O", "O", "C", "C", "C", "H", "H", "H", "H", "H", "H", "H", "H", "O", "S", "O", "O", "C", "C", "C", "H", "H", "H", "H", "H", "H", "H", "H", "C", "O", "C", "C", "O", "C", "C", "O", "C", "H", "H", "H", "H", "H", "H", "H", "H", "H", "H", "H", "H", "H", "H", "C", "O", "C", "C", "O", "C", "C", "O", "C", "H", "H", "H", "H", "H", "H", "H", "H", "H", "H", "H", "H", "H", "H", "C", "O", "C", "C", "O", "C", "C", "O", "C", "H", "H", "H", "H", "H", "H", "H", "H", "H", "H", "H", "H", "H", "H", "C", "O", "C", "C", "O", "C", "C", "O", "C", "H", "H", "H", "H", "H", "H", "H", "H", "H", "H", "H", "H", "H", "H", "C", "O", "C", "C", "O", "C", "C", "O", "C", "H", "H", "H", "H", "H", "H", "H", "H", "H", "H", "H", "H", "H", "H", "C", "O", "C", "C", "O", "C", "C", "O", "C", "H", "H", "H", "H", "H", "H", "H", "H", "H", "H", "H", "H", "H", "H", "C", "O", "C", "C", "O", "C", "C", "O", "C", "H", "H", "H", "H", "H", "H", "H", "H", "H", "H", "H", "H", "H", "H"], "coordinates": [[-0.1287, -0.5408, -5.1192], [-0.2707, 0.6861, -5.8522], [0.0062, 0.7345, -7.2529], [-1.7820, 1.3021, -5.6041], [-2.3227, 1.3517, -4.2625], [-3.6765, 1.9680, -4.4640], [0.7346, 1.9937, -5.0946], [-1.7855, 2.0683, -3.6413], [-2.3736, 0.3868, -3.7581], [-4.3279, 1.3049, -5.0333], [-3.6902, 2.9631, -4.9087], [-4.2140, 2.0859, -3.5231], [0.4979, 1.9619, -4.0310], [0.4049, 2.9183, -5.5684], [1.7816, 1.8597, -5.3664], [-1.4867, -2.5083, 1.5354], [-1.5943, -1.4805, 2.6214], [-2.4329, -0.2885, 2.4952], [-1.9384, -2.2728, 3.9833], [-1.2745, -3.5450, 4.2538], [-1.9073, -4.3160, 5.3893], [0.1898, -0.9977, 3.0423], [-0.2707, -3.2899, 4.5935], [-1.3103, -4.2469, 3.4206], [-1.5832, -5.3505, 5.5027], [-2.9743, -4.4916, 5.2526], [-1.7631, -3.8216, 6.3500], [0.6412, -0.3514, 2.2896], [0.7861, -1.9088, 3.0919], [0.1239, -0.4583, 3.9872], [5.5248, -9.4921, 6.6517], [4.6929, -8.3555, 7.0162], [4.2219, -7.5364, 5.9222], [3.1036, -7.9813, 4.9899], [3.1484, -7.2459, 3.7652], [1.9456, -6.4339, 3.5252], [1.9678, -5.5936, 2.2675], [1.6409, -6.5237, 1.2624], [1.5741, -5.9299, -0.0421], [6.1346, -9.8351, 7.4875], [6.2406, -9.3404, 5.8438], [4.8467, -10.2221, 6.2097], [5.0653, -7.2810, 5.2807], [3.8758, -6.6087, 6.3779], [2.1924, -7.7885, 5.5561], [3.2097, -9.0648, 4.9350], [1.9129, -5.5975, 4.2233], [1.0048, -6.9722, 3.6402], [2.9569, -5.1792, 2.0725], [1.2460, -4.7769, 2.2531], [1.0077, -4.9986, -0.0385], [1.1194, -6.6355, -0.7373], [2.5707, -5.7415, -0.4415], [-3.4924, 3.4771, 3.9438], [-2.6255, 4.4179, 3.4790], [-2.3553, 4.5853, 2.1131], [-1.2275, 5.6272, 1.7186], [-0.0429, 5.2425, 2.4393], [1.2212, 5.8822, 2.0380], [2.4496, 5.2944, 2.7725], [2.6056, 3.9363, 2.3565], [3.6318, 3.1478, 2.9981], [-3.3842, 2.4731, 3.5333], [-4.5279, 3.7734, 3.7768], [-3.4658, 3.3583, 5.0269], [-3.2836, 4.8577, 1.6110], [-2.1252, 3.5865, 1.7423], [-1.5808, 6.6493, 1.8555], [-1.0957, 5.4250, 0.6557], [1.2283, 6.9332, 2.3268], [1.3557, 5.8238, 0.9579], [2.2154, 5.2444, 3.8359], [3.3327, 5.9159, 2.6247], [4.6032, 3.5126, 2.6642], [3.4430, 2.1006, 2.7618], [3.5918, 3.3571, 4.0671], [0.4149, -5.2652, -3.1941], [-0.3316, -4.2474, -2.4614], [-0.1889, -2.8954, -2.8995], [-1.1937, -2.0528, -2.0732], [-2.5379, -2.1918, -2.5131], [-3.4882, -1.5337, -1.7764], [-4.9212, -1.5996, -2.3885], [-5.0403, -0.8702, -3.5856], [-6.2956, -1.0303, -4.2546], [1.4988, -5.1625, -3.1420], [0.2613, -5.1252, -4.2641], [0.1892, -6.2813, -2.8705], [-0.3708, -2.9268, -3.9737], [0.8314, -2.5139, -2.9388], [-0.9255, -1.0247, -1.8296], [-1.1606, -2.4775, -1.0699], [-3.1981, -0.4831, -1.7683], [-3.4379, -1.8391, -0.7313], [-5.6567, -1.3383, -1.6277], [-5.1077, -2.6694, -2.4815], [-6.3346, -0.3012, -5.0640], [-7.1306, -0.8286, -3.5837], [-6.2974, -1.9242, -4.8784], [-5.6607, 0.7476, 1.8438], [-6.8761, 1.1002, 2.5798], [-7.9931, 0.2617, 2.3491], [-8.4626, 0.3103, 0.8544], [-8.8764, 1.6188, 0.4419], [-9.0820, 1.7837, -0.9572], [-10.0826, 0.8866, -1.7309], [-9.7808, -0.5567, -1.7127], [-10.9046, -1.3428, -2.1201], [-5.7792, 0.6907, 0.7617], [-5.2694, -0.2301, 2.1249], [-4.8893, 1.5169, 1.8788], [-8.8480, 0.6429, 2.9076], [-7.6502, -0.7496, 2.5678], [-9.2142, -0.4574, 0.6703], [-7.6687, 0.0410, 0.1577], [-8.0717, 1.6255, -1.3346], [-9.2868, 2.8141, -1.2481], [-10.0685, 1.2364, -2.7631], [-11.0707, 1.0456, -1.2991], [-11.8293, -1.1755, -1.5677], [-10.5960, -2.3870, -2.0709], [-11.2454, -1.1784, -3.1423], [6.7725, -0.1276, 3.2023], [5.9711, 0.5602, 2.2266], [6.7143, 1.5183, 1.4758], [5.9008, 1.9639, 0.2338], [5.6468, 0.9432, -0.7661], [6.7853, 0.5487, -1.4838], [6.5480, -0.5957, -2.5183], [5.6784, -0.2575, -3.5657], [4.3582, -0.4506, -3.3716], [7.6741, -0.5839, 2.7937], [6.0729, -0.7823, 3.7220], [7.1543, 0.5019, 4.0061], [7.7167, 1.1639, 1.2357], [6.9293, 2.4251, 2.0412], [6.3841, 2.8596, -0.1564], [4.9088, 2.2906, 0.5455], [7.4213, 0.0326, -0.7646], [7.3160, 1.3606, -1.9811], [6.3995, -1.5789, -2.0718], [7.4618, -0.7651, -3.0879], [4.1716, -1.4770, -3.0557], [3.9401, -0.3186, -4.3696], [3.9773, 0.2760, -2.6539], [3.9419, -1.5945, 1.7202], [2.6566, -2.0132, 1.2196], [2.4390, -1.8695, -0.2221], [2.0708, -0.4497, -0.7242], [0.9744, 0.1517, -0.0609], [0.6950, 1.4733, -0.6058], [-0.6316, 1.9246, -0.0044], [-1.6909, 1.4001, -0.7834], [-2.9371, 1.8605, -0.4306], [3.7873, -1.2825, 2.7530], [4.1561, -0.6818, 1.1640], [4.8384, -2.2124, 1.6687], [1.6556, -2.5492, -0.5576], [3.3226, -2.2138, -0.7594], [1.9442, -0.3895, -1.8052], [2.9364, 0.1839, -0.5309], [0.7710, 1.4192, -1.6918], [1.4786, 2.1651, -0.2965], [-0.7146, 3.0108, -0.0439], [-0.8458, 1.6860, 1.0373], [-3.1349, 1.4236, 0.5483], [-3.7264, 1.4478, -1.0590], [-2.9720, 2.9448, -0.3253], [6.3428, 5.5601, -1.6284], [5.1659, 4.7942, -1.6408], [5.0480, 4.0204, -2.8022], [3.7579, 3.1283, -2.9053], [2.5138, 3.8032, -3.1440], [2.0260, 4.8031, -2.2578], [0.7874, 5.4903, -2.7762], [-0.3136, 4.5830, -2.9900], [-1.6032, 5.2319, -3.1533], [6.5133, 6.0828, -2.5696], [7.1153, 4.8373, -1.3659], [6.3798, 6.3326, -0.8603], [5.9025, 3.3458, -2.7485], [5.2582, 4.5984, -3.7021], [3.5271, 2.5944, -1.9835], [3.8843, 2.4912, -3.7807], [2.8412, 5.5113, -2.1093], [1.9525, 4.2362, -1.3297], [1.0632, 5.9202, -3.7391], [0.6456, 6.3683, -2.1461], [-1.6139, 5.7573, -4.1083], [-1.8606, 5.8454, -2.2899], [-2.3574, 4.4562, -3.2853]]}


2.
{"formula": "C48H124CdClIN8O17", "method": "ωB97M-V/def2-TZVPD", "homo_lumo_gap_ev": 8.30, "total_energy_ha": -4545.59475, "largest_force_ha_per_bohr": 0.0919, "homo_ha": -0.30154, "species": ["Cd", "Cl", "I", "C", "O", "C", "C", "N", "C", "C", "O", "C", "H", "H", "H", "H", "H", "H", "H", "H", "H", "H", "H", "H", "H", "H", "H", "C", "O", "C", "C", "N", "C", "C", "O", "C", "H", "H", "H", "H", "H", "H", "H", "H", "H", "H", "H", "H", "H", "H", "H", "C", "O", "C", "C", "N", "C", "C", "O", "C", "H", "H", "H", "H", "H", "H", "H", "H", "H", "H", "H", "H", "H", "H", "H", "C", "O", "C", "C", "N", "C", "C", "O", "C", "H", "H", "H", "H", "H", "H", "H", "H", "H", "H", "H", "H", "H", "H", "H", "C", "O", "C", "C", "N", "C", "C", "O", "C", "H", "H", "H", "H", "H", "H", "H", "H", "H", "H", "H", "H", "H", "H", "H", "C", "O", "C", "C", "N", "C", "C", "O", "C", "H", "H", "H", "H", "H", "H", "H", "H", "H", "H", "H", "H", "H", "H", "H", "C", "O", "C", "C", "N", "C", "C", "O", "C", "H", "H", "H", "H", "H", "H", "H", "H", "H", "H", "H", "H", "H", "H", "H", "C", "C", "C", "O", "C", "N", "H", "H", "H", "H", "H", "H", "H", "H", "H", "H", "H", "C", "O", "H", "H", "H", "H", "C", "O", "H", "H", "H", "H"], "coordinates": [[2.7317, 2.2014, -0.2010], [3.9098, 2.6974, -2.2085], [0.3128, 1.1951, -0.0877], [-0.6649, 1.4048, 7.2932], [0.5125, 1.5521, 6.4528], [1.0196, 2.8730, 6.5571], [0.2167, 3.9992, 5.8490], [0.0227, 3.7108, 4.4210], [-0.6655, 4.8998, 3.8066], [-1.4334, 4.5987, 2.4777], [-2.3960, 3.6244, 2.8472], [-3.2902, 3.3409, 1.7889], [-1.1079, 0.4252, 7.1134], [-1.3125, 2.2503, 7.0612], [-0.3824, 1.3841, 8.3458], [1.9711, 2.8529, 6.0257], [1.3046, 3.1239, 7.5788], [0.8372, 4.8625, 6.0895], [-0.6414, 4.2609, 6.4680], [-0.6339, 2.9442, 4.4570], [0.0765, 5.6713, 3.6011], [-1.4196, 5.3211, 4.4714], [-0.7045, 4.1194, 1.8241], [-1.7432, 5.5370, 2.0175], [-3.8982, 4.2186, 1.5696], [-3.9858, 2.5909, 2.1654], [-2.7175, 2.9350, 0.9550], [-2.2555, -3.3252, -2.5217], [-1.6070, -3.2747, -1.2502], [-2.1104, -2.2410, -0.4254], [-1.6749, -2.5240, 0.9832], [-2.4906, -3.5507, 1.6636], [-1.9855, -3.8483, 3.0076], [-2.8205, -4.9319, 3.7579], [-2.4588, -6.2330, 3.2454], [-2.8846, -7.3727, 3.9380], [-2.1597, -2.3223, -2.9377], [-3.2877, -3.6649, -2.4356], [-1.6658, -4.0070, -3.1344], [-3.1952, -2.3058, -0.5097], [-1.7755, -1.2422, -0.7052], [-1.5902, -1.6168, 1.5815], [-0.7033, -2.9902, 0.8201], [-2.5210, -4.4130, 1.1385], [-2.0634, -3.0322, 3.7260], [-0.9389, -4.1091, 2.8502], [-3.8852, -4.8087, 3.5597], [-2.6322, -4.8350, 4.8271], [-2.8949, -7.2492, 5.0210], [-2.3474, -8.2769, 3.6515], [-3.9429, -7.4913, 3.7059], [4.1697, -0.6312, -1.0101], [3.7150, 0.1911, 0.0541], [4.4977, 0.0628, 1.2781], [3.9035, 1.0820, 2.2606], [3.7002, 2.3846, 1.5847], [2.8331, 3.3218, 2.3756], [2.4040, 4.5434, 1.5579], [2.1286, 4.1248, 0.2194], [1.2691, 5.1011, -0.4206], [4.1025, -1.6849, -0.7393], [5.1600, -0.3064, -1.3292], [3.5130, -0.5122, -1.8718], [5.5090, 0.4557, 1.1732], [4.6140, -0.9631, 1.6275], [4.5459, 1.2333, 3.1281], [2.9773, 0.5858, 2.5505], [4.6230, 2.7762, 1.7073], [3.3381, 3.7321, 3.2501], [1.9495, 2.8114, 2.7588], [3.1744, 5.3145, 1.5534], [1.4940, 4.9151, 2.0288], [0.2470, 5.1327, -0.0433], [1.1729, 4.7019, -1.4302], [1.7214, 6.0918, -0.4671], [1.5286, -4.6656, -0.9684], [2.3604, -4.6157, -2.1533], [1.5309, -4.6652, -3.3459], [2.4387, -4.4116, -4.5200], [2.8452, -2.9591, -4.5989], [3.9974, -2.9060, -5.4725], [4.5505, -1.4500, -5.5171], [5.2891, -1.2084, -4.3478], [5.8339, 0.1138, -4.3761], [0.6697, -5.3326, -1.0430], [1.1581, -3.6728, -0.7128], [2.1223, -4.9703, -0.1066], [0.7651, -3.8896, -3.3543], [1.1003, -5.6640, -3.4177], [2.0204, -4.7998, -5.4488], [3.3641, -4.9564, -4.3331], [3.1723, -2.6388, -3.6987], [3.7224, -3.0851, -6.5119], [4.8119, -3.5476, -5.1361], [3.7249, -0.7507, -5.6489], [5.3064, -1.3223, -6.2919], [5.0602, 0.8619, -4.5489], [6.6621, 0.2610, -5.0692], [6.1322, 0.2711, -3.3396], [-7.4203, -3.9833, -7.4932], [-6.5613, -3.0046, -6.9064], [-7.2081, -2.1701, -5.9705], [-6.1469, -1.2782, -5.2682], [-6.7632, -0.4262, -4.2307], [-6.0758, 0.6845, -3.6927], [-4.7610, 0.4983, -2.8846], [-4.4148, 1.7236, -2.4706], [-3.2917, 1.7371, -1.5599], [-7.6463, -4.6875, -6.6924], [-6.9008, -4.5943, -8.2313], [-8.3483, -3.6457, -7.9547], [-7.7296, -2.8200, -5.2679], [-7.9891, -1.5592, -6.4233], [-5.5859, -0.6543, -5.9640], [-5.3208, -1.8018, -4.7870], [-7.6339, -0.1432, -4.6572], [-6.7045, 1.1908, -2.9602], [-5.8614, 1.3947, -4.4912], [-3.9635, -0.0547, -3.3809], [-5.0386, -0.0606, -1.9909], [-2.3872, 1.3903, -2.0595], [-3.5393, 1.2325, -0.6260], [-3.0620, 2.7582, -1.2554], [3.1218, -4.8695, 3.0569], [2.6081, -3.7955, 3.8976], [2.1271, -2.6483, 3.1765], [1.9422, -1.4676, 4.1259], [3.1943, -1.1366, 4.8505], [2.9661, 0.0700, 5.6289], [4.1859, 0.5594, 6.3783], [3.8955, 1.8107, 6.9486], [4.5709, 2.1449, 8.1754], [2.3659, -5.3106, 2.4072], [3.4917, -5.7091, 3.6453], [3.8781, -4.4231, 2.4112], [1.1489, -2.8789, 2.7546], [2.8505, -2.4284, 2.3914], [1.1664, -1.7848, 4.8228], [1.5084, -0.5633, 3.6993], [3.3561, -1.9708, 5.3964], [2.1981, -0.1497, 6.3705], [2.6549, 0.9115, 5.0099], [4.9843, 0.6613, 5.6432], [4.3802, -0.2119, 7.1236], [4.1614, 1.4755, 8.9320], [4.2327, 3.1329, 8.4878], [5.6589, 2.0901, 8.1407], [-0.6518, 4.1439, -4.2438], [0.0729, 3.3813, -5.2234], [1.3326, 2.9062, -4.8112], [2.0635, 2.1438, -5.9621], [2.7116, 3.0780, -6.8442], [3.5611, 2.3268, -7.7970], [4.3239, 3.2438, -8.6884], [3.4456, 4.0172, -9.4685], [4.2582, 4.9099, -10.2922], [0.0460, 4.8718, -3.8298], [-0.8639, 3.4503, -3.4301], [-1.6149, 4.5771, -4.5135], [1.3111, 2.1379, -4.0383], [1.9293, 3.7774, -4.5409], [1.4456, 1.4554, -6.5385], [2.9061, 1.6013, -5.5333], [1.9834, 3.5756, -7.3363], [3.0161, 1.7073, -8.5092], [4.3210, 1.6702, -7.3732], [4.9245, 2.7031, -9.4199], [5.0391, 3.8016, -8.0840], [5.0910, 4.3759, -10.7500], [4.5497, 5.6831, -9.5814], [3.6868, 5.4172, -11.0695], [-4.8715, -1.2577, 5.8669], [-4.2383, 0.0519, 6.3574], [-3.4151, 0.7958, 5.3054], [-2.4381, -0.0598, 4.7772], [-1.4963, 0.4984, 3.8632], [-5.3014, 0.9096, 6.8285], [-4.0899, -2.0030, 5.7195], [-5.2648, -1.2093, 4.8515], [-5.6387, -1.6878, 6.5108], [-3.5365, -0.2966, 7.1152], [-2.8719, 1.6423, 5.7255], [-4.0775, 1.1864, 4.5329], [-0.7876, -0.2301, 3.4694], [-0.9276, 1.2789, 4.3686], [-1.9516, 0.9358, 2.9746], [-4.9508, 1.8536, 6.9066], [-6.1032, 1.0031, 6.2215], [-4.4215, -0.9691, 2.3063], [-4.9448, -2.0323, 1.5609], [-3.7491, -0.4029, 1.6619], [-5.2397, -0.3055, 2.5863], [-3.8528, -1.2658, 3.1875], [-4.2846, -2.7152, 1.6998], [0.9697, -0.6307, -3.5825], [0.6717, -1.3033, -4.8086], [2.0498, -0.4993, -3.5174], [0.4350, 0.3102, -3.4524], [0.7991, -1.2371, -2.6930], [1.3884, -1.9406, -4.8524]]}